Entry 1:
Here is a molecular structure, C20H28F9MnN4OSSb in a non-equilibrium geometry from OMol25. Energies are from ωB97M-V/def2-TZVPD.

The geometry in ORCA input format:
```
! wB97M-V def2-TZVPD RIJCOSX def2/J DEFGRID3
* xyz 1 5
Mn -0.21343 -1.90963 0.28093
N -3.45897 -0.82957 2.74092
C -2.31592 -1.00074 2.08344
S -2.42156 -1.32003 0.37066
N -1.19099 -0.84294 2.78383
N -0.10946 -0.97828 2.00763
C 1.08240 -0.78925 2.43813
C 2.14453 -0.93832 1.43223
C 3.47475 -0.62808 1.65033
C 4.36623 -0.74714 0.59419
C 3.91338 -1.17895 -0.64112
C 2.57208 -1.49108 -0.78622
N 1.71390 -1.35266 0.21969
H -4.33536 -1.06740 2.30915
H -3.42352 -0.70860 3.74119
H 1.25851 -0.48889 3.46518
H 3.79832 -0.29879 2.62662
H 5.41102 -0.50882 0.73876
H 4.58654 -1.29632 -1.47666
H 2.15679 -1.86833 -1.71199
C -1.59384 4.14144 1.25147
C -1.20008 2.70199 1.57069
C -0.12476 2.67049 2.65158
Sb -0.57455 1.53371 -0.14953
C -1.87366 2.15362 -1.77384
C -1.58133 3.53056 -2.36434
C -3.33896 2.04397 -1.36491
C 1.40183 2.27611 -0.70502
C 1.71278 1.74366 -2.09945
C 1.64967 3.77795 -0.61717
H -1.86497 4.66258 2.17347
H -2.44956 4.20508 0.58189
H -0.76860 4.69510 0.80174
H -2.08059 2.16198 1.93350
H 0.78445 3.18148 2.33046
H 0.13256 1.65293 2.94617
H -0.48162 3.18302 3.54651
H -1.66431 1.39825 -2.53702
H -1.71073 4.32631 -1.63086
H -2.27592 3.73057 -3.18362
H -0.57491 3.60672 -2.77330
H -3.59890 2.76788 -0.59165
H -3.60200 1.05050 -0.99710
H -3.97639 2.25466 -2.22504
H 2.04667 1.77120 0.02540
H 1.08916 2.21500 -2.85921
H 1.56133 0.66362 -2.17713
H 2.75258 1.95137 -2.36599
H 0.98178 4.33882 -1.27047
H 2.67165 4.01333 -0.92666
H 1.52565 4.15615 0.39760
F -2.28001 -4.77151 -1.98971
C -1.00490 -5.14243 -2.08705
F -0.94597 -6.47414 -2.00614
F -0.56111 -4.76628 -3.27934
C -0.16844 -4.47612 -0.95156
O -0.25014 -3.11936 -1.11561
C -0.75316 -4.84594 0.44251
F -0.66344 -6.11038 0.79051
F -2.00910 -4.44804 0.57432
F -0.03457 -4.09696 1.36465
C 1.32008 -4.92953 -1.03830
F 2.06666 -4.20930 -0.17814
F 1.81213 -4.71403 -2.25451
F 1.48834 -6.21216 -0.73672
*
```

Its expectation value of S² is 6.07. The value obtained for the HOMO energy (alpha / beta) is -10.377 / -10.413 eV. The frontier orbital gap (alpha / beta) is 0.2073 / 0.2164 Eh. Its largest force on an atom is 1.41 eV/A.



Entry 2:
Here is a single C20H28FN5O2S2 molecule in a non-equilibrium geometry from OMol25. Energies are from ωB97M-V/def2-TZVPD.

The geometry in ORCA input format:
```
! wB97M-V def2-TZVPD RIJCOSX def2/J DEFGRID3
* xyz 0 1
C -2.94918 -2.21063 0.45607
N -1.52042 -2.10576 0.43770
C -0.64609 -2.83560 -0.31812
S -1.15387 -4.05727 -1.44429
C 0.00122 -3.63113 -2.78847
C -0.52359 -2.43220 -3.57060
N -0.71054 -1.28799 -2.69539
C -1.66057 -0.30577 -3.18636
C -0.88349 0.60541 -4.15500
C 0.55936 0.53637 -3.63106
C 0.50047 -0.50593 -2.49111
N 0.58306 -2.47278 -0.07944
N 0.54071 -1.48440 0.82543
C -0.70570 -1.26662 1.14473
C -1.16229 -0.18471 2.06055
C -0.18029 -0.06937 3.23299
C -0.44176 1.19039 4.05919
N -0.48650 2.38290 3.25041
S 0.92178 3.23538 3.03010
O 1.54251 3.34333 4.31541
O 0.56895 4.42669 2.31551
C 2.00093 2.25180 1.97348
C 1.92883 2.39454 0.60118
C 2.70476 1.58066 -0.20998
C 3.54760 0.63701 0.35170
C 3.62233 0.54043 1.73080
F 4.46455 -0.34913 2.28022
C 2.85555 1.34063 2.56080
C -1.42856 2.33057 2.16334
C -1.19292 1.12537 1.25340
H -3.25821 -2.81232 -0.39821
H -3.39915 -1.22012 0.38453
H -3.28942 -2.69666 1.37324
H 0.95661 -3.43030 -2.30881
H 0.07341 -4.51063 -3.42611
H -1.49442 -2.69889 -3.99725
H 0.17151 -2.22861 -4.40073
H -2.00156 0.27649 -2.32393
H -2.52543 -0.78423 -3.64493
H -0.94953 0.21467 -5.17068
H -1.27908 1.61887 -4.15516
H 0.90060 1.50017 -3.25793
H 1.24683 0.21663 -4.41379
H 0.41351 -0.00326 -1.52390
H 1.37670 -1.14964 -2.45107
H -2.16687 -0.40582 2.43735
H 0.82857 -0.05675 2.82263
H -0.27082 -0.94815 3.87323
H -1.40311 1.10381 4.57972
H 0.34132 1.34380 4.80160
H 1.27780 3.15102 0.19147
H 2.65382 1.67796 -1.28332
H 4.14828 -0.01572 -0.26049
H 2.92579 1.27241 3.63429
H -2.43678 2.28548 2.59206
H -1.32416 3.26558 1.61224
H -1.97914 1.08077 0.49634
H -0.23395 1.23123 0.74439
*
```

The value obtained for the HOMO energy is -8.320 eV. Its structure (SMILES) is Cn1c(SCCN2CCCC2)nnc1C1CCN(S(=O)(=O)c2cccc(F)c2)CC1. The value obtained for the energy above the lowest of the compared OMol25 structures with the same formula, charge and spin is 0.0 kcal per mole. The frontier orbital gap is 0.3218 Eh. Its largest force on an atom is 1.19 eV/A.



Entry 3:
Here is a single C20H28N2O4 molecule from OMol25. Energies are from ωB97M-V/def2-TZVPD.

The geometry in ORCA input format:
```
! wB97M-V def2-TZVPD RIJCOSX def2/J DEFGRID3
* xyz 0 1
O -3.27550 -1.60262 0.46034
C -3.12406 -0.64512 -0.29896
N -2.77536 -0.81260 -1.58642
C -2.47597 -2.10881 -2.14679
C -0.99795 -2.26199 -2.53223
C -0.02314 -1.73326 -1.47757
C -0.15106 -2.41400 -0.10545
C -0.18951 -1.37650 1.03076
N 1.06458 -0.67485 1.16092
C 1.20402 0.59438 0.72564
O 0.32750 1.14280 0.07770
C 2.50500 1.30433 1.08967
C 2.87485 2.27536 -0.03809
C 3.30456 1.50798 -1.28540
C 4.47996 0.58488 -0.98042
C 4.11715 -0.38402 0.14112
C 3.69706 0.39226 1.38633
C -0.51035 -2.07782 2.35340
O 0.34240 -2.27875 3.17883
O -1.76411 -2.45720 2.51631
C -3.29001 0.75812 0.16201
C -3.59143 1.80816 -0.70142
C -3.70551 3.09657 -0.21399
C -3.51670 3.35362 1.13398
C -3.23651 2.31224 2.00215
C -3.13201 1.02147 1.52113
H -2.54832 -0.00412 -2.14295
H -2.76360 -2.84305 -1.39182
H -3.09846 -2.27104 -3.03325
H -0.80757 -3.31963 -2.72243
H -0.81438 -1.71894 -3.46246
H -0.18244 -0.66078 -1.35687
H 0.99086 -1.86214 -1.85988
H -1.06560 -3.00466 -0.05857
H 0.68694 -3.09113 0.07020
H -0.95277 -0.62178 0.81322
H 1.70516 -1.08023 1.82804
H 2.26974 1.88758 1.99001
H 2.00886 2.89642 -0.27013
H 3.68767 2.92408 0.29501
H 2.46003 0.91702 -1.64543
H 3.57965 2.21307 -2.07258
H 4.75991 0.02905 -1.87788
H 5.34191 1.18403 -0.67651
H 3.29725 -1.02585 -0.18707
H 4.97237 -1.02190 0.37473
H 3.48492 -0.28846 2.21356
H 4.53041 1.02479 1.70384
H -2.37197 -2.19289 1.77910
H -3.76763 1.62725 -1.75226
H -3.94097 3.90535 -0.88990
H -3.59545 4.36396 1.50677
H -3.09878 2.50508 3.05539
H -2.92563 0.20432 2.19653
*
```

The value obtained for the HOMO energy is -9.558 eV. Its structure (SMILES) is O=C(NCCCC[C@H](NC(=O)C1CCCCC1)C(=O)O)c1ccccc1. The value obtained for the energy above the lowest of the compared OMol25 structures with the same formula, charge and spin is 0.0 kcal per mole. The frontier orbital gap is 0.3671 Eh. Its largest force on an atom is 0.69 eV/A.



Entry 4:
Here is a single C20H28N2O5 molecule from OMol25. Energies are from ωB97M-V/def2-TZVPD.

The geometry in ORCA input format:
```
! wB97M-V def2-TZVPD RIJCOSX def2/J DEFGRID3
* xyz 0 1
C -1.68709 2.20696 -3.94105
C -1.48976 0.91718 -3.14329
C -0.02204 0.75469 -2.75171
C -1.99053 -0.29188 -3.93317
O -2.31128 1.11360 -1.96847
C -2.29634 0.22579 -0.97259
O -1.68562 -0.82321 -0.95492
N -3.12476 0.60346 0.03926
C -3.09449 -0.12989 1.28650
C -2.75364 0.81781 2.44664
C -1.89459 1.97675 1.93089
C -0.60866 1.53469 1.21667
O -0.15166 2.13773 0.26764
N 0.01110 0.46802 1.76148
C 1.24308 -0.07054 1.24192
C 1.02907 -1.49723 0.68420
C 2.30006 -2.05627 0.11268
C 2.96473 -3.09813 0.74459
C 4.14815 -3.59717 0.22948
C 4.68434 -3.05548 -0.92487
C 4.02913 -2.01535 -1.56206
C 2.84611 -1.51961 -1.04684
C 2.31050 -0.14602 2.31766
O 3.49022 -0.04346 2.13449
O 1.78871 -0.39870 3.53032
C -2.73458 2.83465 0.97195
C -3.67649 1.93392 0.15289
H -2.74370 2.36175 -4.14478
H -1.14916 2.14884 -4.88253
H -1.31538 3.05236 -3.36848
H 0.14794 -0.23971 -2.34904
H 0.60964 0.89943 -3.62412
H 0.23452 1.49137 -1.99288
H -3.03230 -0.15266 -4.21496
H -1.90715 -1.19084 -3.32803
H -1.39330 -0.41498 -4.83238
H -4.07049 -0.60170 1.45448
H -2.34716 -0.91824 1.17479
H -2.26839 0.26842 3.25446
H -3.66966 1.24469 2.86108
H -1.56586 2.59501 2.77450
H -0.36879 0.00428 2.56945
H 1.58812 0.59386 0.44437
H 0.25020 -1.43684 -0.07979
H 0.66779 -2.13700 1.49346
H 2.55246 -3.52623 1.64834
H 4.65386 -4.40817 0.73332
H 5.61005 -3.44124 -1.32583
H 4.44344 -1.58753 -2.46323
H 2.34017 -0.70810 -1.54792
H 2.50032 -0.47829 4.18503
H -2.05033 3.35981 0.30459
H -3.31690 3.57229 1.52448
H -4.64799 1.83899 0.64844
H -3.83344 2.34123 -0.84395
*
```

The value obtained for the HOMO energy is -8.866 eV. Its structure (SMILES) is CC(C)(C)OC(=O)N1CCC(C(=O)N[C@H](Cc2ccccc2)C(=O)O)CC1. The value obtained for the energy above the lowest of the compared OMol25 structures with the same formula, charge and spin is 4.6 kcal per mole. The frontier orbital gap is 0.3441 Eh. Its largest force on an atom is 0.72 eV/A.



Entry 5:
Here is a single C20H28N4O2S2 molecule in a non-equilibrium geometry from OMol25. Energies are from ωB97M-V/def2-TZVPD.

The geometry in ORCA input format:
```
! wB97M-V def2-TZVPD RIJCOSX def2/J DEFGRID3
* xyz 0 1
C -1.32852 1.83642 2.74623
C -0.39211 1.37238 3.55002
C 0.31899 0.05673 3.39705
N -0.05388 -0.65890 2.21098
C -0.96209 -1.67318 2.13640
S -1.76462 -2.32097 3.53256
C -2.48301 -3.84134 2.83191
C -3.83399 -3.61588 2.15757
O -4.86881 -4.00569 2.66194
N -3.75064 -2.95653 0.99425
C -4.89005 -2.78759 0.13032
C -4.81958 -3.74603 -1.07336
O -4.66088 -5.09553 -0.72635
C -5.76481 -5.67360 -0.06385
N -1.10801 -2.06792 0.89551
N -0.30991 -1.31669 0.12992
C 0.32393 -0.46267 0.90199
C 1.25415 0.49175 0.38863
C 1.60897 0.59621 -0.93065
C 2.53736 1.62726 -1.18012
C 2.88897 2.30394 -0.04878
S 2.07691 1.68935 1.34931
C 3.84022 3.44627 0.00683
C 4.66340 3.48241 -1.28220
C 3.75510 3.36059 -2.50877
C 4.51468 3.59930 -3.81784
C 4.88500 5.06039 -4.04479
C 3.11162 1.96926 -2.51868
H -1.79908 2.78741 2.92129
H -1.66952 1.29509 1.87870
H -0.06923 1.93684 4.41297
H 0.08012 -0.58238 4.25569
H 1.40197 0.22453 3.38902
H -1.75646 -4.24985 2.13123
H -2.61909 -4.50780 3.68310
H -2.82519 -2.71929 0.63147
H -5.78406 -2.98503 0.72637
H -4.92315 -1.75962 -0.24148
H -5.72464 -3.60545 -1.68572
H -3.93871 -3.50660 -1.67548
H -6.69514 -5.48264 -0.61224
H -5.57323 -6.74477 -0.04023
H -5.86500 -5.30585 0.96190
H 1.20209 -0.05749 -1.67968
H 4.49370 3.35696 0.87812
H 3.28062 4.38201 0.11620
H 5.22957 4.41303 -1.31712
H 5.37438 2.65324 -1.28268
H 2.95910 4.10924 -2.42528
H 3.88721 3.26706 -4.64839
H 5.42004 2.98794 -3.82371
H 5.56634 5.41993 -3.27802
H 3.99436 5.68496 -4.03325
H 5.37225 5.17817 -5.00976
H 2.32583 1.91933 -3.27575
H 3.86655 1.22135 -2.78329
*
```

The value obtained for the HOMO energy is -7.919 eV. Its structure (SMILES) is C=CCn1c(SCC(=O)NCCOC)nnc1-c1cc2c(s1)CC[C@@H](CC)C2. The value obtained for the energy above the lowest of the compared OMol25 structures with the same formula, charge and spin is 28.8 kcal per mole. The frontier orbital gap is 0.3080 Eh. Its largest force on an atom is 1.24 eV/A.



Entry 6:
Here is a single C20H28N4O4 molecule from OMol25. Energies are from ωB97M-V/def2-TZVPD.

The geometry in ORCA input format:
```
! wB97M-V def2-TZVPD RIJCOSX def2/J DEFGRID3
* xyz 0 1
C 4.45643 4.98787 0.35755
C 3.46017 4.84449 1.50231
C 2.27725 3.93790 1.16102
C 2.67528 2.47672 0.97566
C 1.45673 1.58880 0.74213
C 1.85084 0.13318 0.60811
O 2.96337 -0.28804 0.84527
N 0.86216 -0.68749 0.14459
C 1.07466 -2.13543 0.14632
C 0.26439 -2.78333 1.23544
C 0.64072 -2.61889 2.56223
C -0.13471 -3.14599 3.57710
C -1.29403 -3.84177 3.27672
C -1.67357 -4.01193 1.95724
C -0.89801 -3.48091 0.94120
C -0.47923 -0.26207 -0.05139
C -0.95531 -0.13054 -1.33347
N -0.13793 -0.24117 -2.41573
N -2.27285 0.19061 -1.56210
C -2.75851 0.47773 -2.90213
C -3.20702 -0.77923 -3.65964
O -2.14320 -1.69936 -3.84886
C -2.22247 -2.86498 -3.05882
C -3.19130 0.31583 -0.52739
O -4.36223 0.53327 -0.73844
N -2.66917 0.18595 0.72462
C -1.33746 -0.05748 1.08621
O -1.02351 -0.07818 2.25608
H 3.95584 5.34371 -0.54092
H 4.93227 4.03685 0.13476
H 5.23394 5.70155 0.62117
H 3.07665 5.83441 1.76205
H 3.97317 4.44787 2.38089
H 1.54354 4.00151 1.96878
H 1.79631 4.30287 0.24938
H 3.20382 2.12175 1.86136
H 3.35173 2.37284 0.12646
H 0.77138 1.66229 1.59052
H 0.91735 1.90621 -0.15406
H 0.79596 -2.54351 -0.83230
H 2.14447 -2.28288 0.31443
H 1.53799 -2.06412 2.79066
H 0.16082 -3.00792 4.60614
H -1.90356 -4.24861 4.07017
H -2.57776 -4.55300 1.71710
H -1.19699 -3.61677 -0.09055
H 0.80520 -0.52545 -2.20001
H -0.53752 -0.62526 -3.26331
H -1.97507 0.99961 -3.45426
H -3.62703 1.13118 -2.78942
H -3.55653 -0.47608 -4.65189
H -4.03493 -1.25171 -3.12380
H -2.23830 -2.63098 -1.98859
H -3.11485 -3.44833 -3.30652
H -1.33612 -3.45350 -3.29105
H -3.32327 0.29989 1.49098
*
```

The value obtained for the HOMO energy is -8.610 eV. Its structure (SMILES) is CCCCCC(=O)N(Cc1ccccc1)c1c(N)n(CCOC)c(=O)[nH]c1=O. The value obtained for the energy above the lowest of the compared OMol25 structures with the same formula, charge and spin is 4.7 kcal per mole. The frontier orbital gap is 0.3351 Eh. Its largest force on an atom is 0.75 eV/A.